Here is a single HI2OP molecule at a distorted geometry from the OMol25 dataset. Energies are from wB97M-V/def2-TZVPD.

```
! wB97M-V def2-TZVPD RIJCOSX def2/J DEFGRID3
* xyz 0 1
O -0.66870 0.48812 -0.12076
P -1.88679 -0.13431 0.81320
I -2.04595 -2.56958 -0.02975
I -3.63857 1.28927 -0.07839
H -0.00542 1.12065 0.01779
*
```

Properties
- frontier orbital gap (eV) = 8.072
- calculated total energy (eV) = -27554.65561
- max |F| (hartree/bohr) = 0.069
- energy above the lowest of the compared OMol25 structures with the same formula, charge and spin (kcal per mole) = 6.69
- LUMO level (eV) = -0.99
- SMILES = OP(I)I